No. 1
Below is a 4-piece molecular cluster, H8O4 overall, with properties calculated with ωB97M-V/def2-TZVPD.

Last column: Mulliken charge in e.
Atoms and positions in Å:
1 O -1.1682 -1.6780 0.8250  -0.696
2 O 1.2858 -0.6820 -1.8000  -0.670
3 O -0.5172 2.1850 -0.0480  -0.614
4 O 1.2118 -0.1260 0.8660  -0.725
5 H -1.2482 -1.9530 -0.0920  0.344
6 H 1.4028 -0.3060 -0.9130  0.429
7 H -1.2242 2.1550 0.5130  0.295
8 H 0.4468 -0.7110 0.9220  0.407
9 H 0.8478 0.7550 0.8460  0.329
10 H -0.3512 3.0680 -0.4130  0.307
11 H 1.2228 -1.6420 -1.6170  0.269
12 H -1.9092 -1.0650 0.9110  0.325

Summary:
charge = 0
relative energy (zero: lowest compared OMol25 entry of this formula, charge and spin) = 83.5 kJ/mol
SMILES = O.O.O.O
maximum force = 4.2 eV Å⁻¹

No. 2
Below is a 4-piece molecular cluster, H8O4 overall, with properties calculated with ωB97M-V/def2-TZVPD.

Last column: Mulliken charge in e.
Atoms and positions in Å:
1 O -0.8001 -1.3280 0.2360  -0.687
2 O -1.0074 1.3901 -0.8126  -0.684
3 O 1.3326 0.2154 -0.8228  -0.709
4 O 0.1015 0.5314 1.6291  -0.741
5 H -0.1801 1.3765 -1.2451  0.332
6 H 0.0836 -1.1564 -0.1387  0.379
7 H -1.3473 0.5014 -0.8583  0.355
8 H -0.9986 -2.2567 0.1213  0.284
9 H 2.2332 -0.0539 -1.1063  0.266
10 H -0.6731 0.7151 1.0504  0.394
11 H 1.2421 0.4822 0.1380  0.438
12 H 0.0136 -0.4170 1.8090  0.374

Summary:
charge = 0
relative energy (zero: lowest compared OMol25 entry of this formula, charge and spin) = 67.1 kJ/mol
SMILES = O.O.O.O
maximum force = 2.3 eV Å⁻¹

No. 3
Below is a 4-piece molecular cluster, H8O4 overall, with properties calculated with ωB97M-V/def2-TZVPD.

Last column: Mulliken charge in e.
Atoms and positions in Å:
1 O 0.2403 2.8941 -1.4949  -0.640
2 O -1.2889 -2.5714 1.5745  -0.630
3 O -0.8361 0.4413 0.7067  -0.604
4 O 2.1172 -0.8710 -1.0135  -0.622
5 H -1.6385 0.1720 1.0703  0.298
6 H -1.5621 -2.9625 2.4562  0.321
7 H 2.1662 -0.6564 -0.1251  0.289
8 H -0.6141 2.5406 -1.3073  0.313
9 H -2.0718 -2.8179 1.0552  0.314
10 H -0.5351 1.3441 0.8730  0.307
11 H 0.6086 3.3535 -0.6572  0.323
12 H 1.7869 -0.1168 -1.5474  0.330

Summary:
charge = 0
relative energy (zero: lowest compared OMol25 entry of this formula, charge and spin) = 153.0 kJ/mol
SMILES = O.O.O.O
maximum force = 3.6 eV Å⁻¹

No. 4
Below is H8O4Pd as an isolated structure, with properties calculated with ωB97M-V/def2-TZVPD.

Last column: Mulliken charge in e.
Atoms and positions in Å:
1 Pd 0.0180 0.0892 0.0248  1.835
2 O 0.0280 1.2052 1.2478  -0.640
3 O -1.5040 -0.3288 -0.5762  -0.623
4 O 0.8590 0.7602 -1.2802  -0.688
5 O 0.8070 -1.3058 0.6188  -0.697
6 H 1.6020 -1.4498 1.1928  0.324
7 H 0.1300 0.9302 2.1838  0.364
8 H 0.4080 1.0942 -2.1082  0.383
9 H 0.3170 -2.1888 0.4548  0.356
10 H 1.6800 0.3322 -1.5212  0.382
11 H -1.5130 -1.2078 -0.9352  0.345
12 H -2.4190 0.0072 -0.5702  0.307
13 H -0.4130 2.0622 1.2678  0.354

Summary:
charge = +2
relative energy (zero: lowest compared OMol25 entry of this formula, charge and spin) = 204.1 kJ/mol
maximum force = 16.6 eV Å⁻¹
multiplicity = 3

Q: Which value of relative energy (zero: lowest compared OMol25 entry of this formula, charge and spin) does entry 2 give?
A: 67.1 kJ/mol

Repeat the first record exactly.
Below is a 4-piece molecular cluster, H8O4 overall, with properties calculated with ωB97M-V/def2-TZVPD.

Last column: Mulliken charge in e.
Atoms and positions in Å:
1 O -1.1682 -1.6780 0.8250  -0.696
2 O 1.2858 -0.6820 -1.8000  -0.670
3 O -0.5172 2.1850 -0.0480  -0.614
4 O 1.2118 -0.1260 0.8660  -0.725
5 H -1.2482 -1.9530 -0.0920  0.344
6 H 1.4028 -0.3060 -0.9130  0.429
7 H -1.2242 2.1550 0.5130  0.295
8 H 0.4468 -0.7110 0.9220  0.407
9 H 0.8478 0.7550 0.8460  0.329
10 H -0.3512 3.0680 -0.4130  0.307
11 H 1.2228 -1.6420 -1.6170  0.269
12 H -1.9092 -1.0650 0.9110  0.325

Summary:
charge = 0
relative energy (zero: lowest compared OMol25 entry of this formula, charge and spin) = 83.5 kJ/mol
SMILES = O.O.O.O
maximum force = 4.2 eV Å⁻¹

Q: What is the formula in the third record?
A: H8O4

Copy entry 4 word for word.
Below is H8O4Pd as an isolated structure, with properties calculated with ωB97M-V/def2-TZVPD.

Last column: Mulliken charge in e.
Atoms and positions in Å:
1 Pd 0.0180 0.0892 0.0248  1.835
2 O 0.0280 1.2052 1.2478  -0.640
3 O -1.5040 -0.3288 -0.5762  -0.623
4 O 0.8590 0.7602 -1.2802  -0.688
5 O 0.8070 -1.3058 0.6188  -0.697
6 H 1.6020 -1.4498 1.1928  0.324
7 H 0.1300 0.9302 2.1838  0.364
8 H 0.4080 1.0942 -2.1082  0.383
9 H 0.3170 -2.1888 0.4548  0.356
10 H 1.6800 0.3322 -1.5212  0.382
11 H -1.5130 -1.2078 -0.9352  0.345
12 H -2.4190 0.0072 -0.5702  0.307
13 H -0.4130 2.0622 1.2678  0.354

Summary:
charge = +2
relative energy (zero: lowest compared OMol25 entry of this formula, charge and spin) = 204.1 kJ/mol
maximum force = 16.6 eV Å⁻¹
multiplicity = 3